[1]
Density functional theory data (the ωB97M-V functional and the def2-TZVPD basis) for a gas-phase ion, C5H10O2S (charge +1).

The geometry in XYZ format:
```
18
Properties=species:S:1:pos:R:3:forces:R:3:mulliken_spin:R:1
O 2.953823 0.600874 -1.532271 0.27 0.24 0.00 0.0032
C 2.158274 -0.219579 -1.201829 -0.41 -0.38 -0.39 -0.0008
O 2.152210 -1.497972 -1.636050 0.31 -0.17 0.27 0.0001
C 1.070340 0.029806 -0.176963 0.81 0.10 0.40 0.0214
C -0.070221 -0.952316 -0.107780 0.16 -0.72 0.20 0.0284
C -1.016653 -0.708531 1.069223 -0.59 0.46 -0.10 -0.0314
S -2.293412 0.497897 0.625669 0.12 -0.21 -0.17 0.8873
C -2.233649 1.802658 1.787189 0.29 0.68 0.81 -0.0317
H 3.015618 -1.705936 -2.042477 -0.38 0.27 -0.11 -0.0001
H 1.684841 0.020648 0.731681 -0.32 -0.24 0.29 -0.0011
H 0.767441 1.058292 -0.236732 -0.30 0.57 -0.40 -0.0102
H 0.319317 -1.949158 0.090447 0.15 -0.10 -0.17 0.0031
H -0.602476 -1.035279 -1.053288 -0.13 0.09 -0.05 -0.0028
H -1.623536 -1.596470 1.287614 0.12 -0.03 -0.06 0.0490
H -0.513727 -0.389678 1.975591 0.07 0.07 0.11 -0.0096
H -3.212468 2.265813 1.908536 -0.13 -0.20 -0.19 0.0136
H -1.833217 1.522302 2.762312 -0.11 -0.35 -0.07 0.0152
H -1.567178 2.598947 1.434647 0.07 -0.08 -0.36 0.0666
```
Forces are in eV/Å.

As for the molar mass: 134.2 g/mol. As for the multiplicity: 2. Its expectation value of S² is 0.753. The charge is +1. As for the energy above the lowest of the compared OMol25 structures with the same formula, charge and spin: 0.000 eV. The value obtained for the frontier orbital gap (alpha / beta) is 10.5 / 5.4 eV. The value obtained for the HOMO energy (alpha / beta) is -13.76 / -13.76 eV.

[2]
Density functional theory data (the ωB97M-V functional and the def2-TZVPD basis) for a single C2H3NO2S2 molecule.

The geometry in XYZ format:
```
10
Properties=species:S:1:pos:R:3:forces:R:3:mulliken_charge:R:1
C 0.803350 -0.317301 0.138210 -2.70 -2.24 -0.23 -0.1643
C -0.447048 0.145717 0.203114 0.01 2.74 -0.30 0.1590
N -1.736734 -0.614200 0.123886 1.00 -0.55 0.33 0.8984
O -1.665284 -1.788375 0.392313 0.70 -1.01 0.15 -0.5574
O -2.772955 -0.073705 -0.143358 -0.06 1.27 -0.30 -0.5284
S 2.253667 0.497740 0.201115 1.03 1.55 0.21 -0.1267
S -0.566401 1.937674 0.174166 -1.77 -0.50 1.28 -0.2402
H 0.891765 -1.359412 -0.057450 0.04 -0.88 0.04 0.2997
H 2.884266 -0.530758 -0.314509 0.73 -0.48 -0.13 0.1386
H 0.355370 2.102620 -0.717487 1.00 0.11 -1.06 0.1213
```
Forces are in eV/Å.

As for the molar mass: 137.2 g/mol. As for the energy above the lowest of the compared OMol25 structures with the same formula, charge and spin: 3.982 eV. The value obtained for the frontier orbital gap is 8.7 eV. The value obtained for the HOMO energy is -9.21 eV.

[3]
Density functional theory data (the ωB97M-V functional and the def2-TZVPD basis) for 2 unconnected molecules or ions with the total composition C5H11NP.

The geometry in XYZ format:
```
18
Properties=species:S:1:pos:R:3:forces:R:3:mulliken_charge:R:1
C -1.991003 -1.017203 0.450852 4.61 3.33 -3.18 -0.1192
C 0.711259 1.911077 0.607107 -0.48 2.04 1.81 -0.3817
C 1.680229 1.443175 -0.360273 0.26 -1.77 2.95 -0.3062
C 0.664009 -1.743504 -0.490531 -1.25 -1.27 2.91 -0.9587
C 0.112512 -0.602360 0.355817 -2.87 -2.09 1.93 -0.6264
N 0.321761 0.741846 -0.135338 -1.27 -0.49 -2.16 0.2662
P -2.705680 -0.229174 -0.772402 -1.15 0.10 0.18 -0.2061
H -2.210255 -1.574647 1.246830 -0.71 -2.14 3.08 0.4724
H 0.972133 1.751649 1.693612 -0.59 0.21 -1.38 0.2558
H 0.171409 2.830240 0.328331 -0.01 -0.63 0.61 0.2761
H 1.751120 1.838621 -1.278833 0.20 1.52 -3.08 0.3104
H 2.617814 1.099688 0.105418 -0.78 -0.84 -0.62 0.2448
H 0.442553 -2.707814 0.160689 0.78 1.86 -1.48 0.3052
H 0.082240 -1.844136 -1.359697 -0.76 -0.16 -1.28 0.3444
H 1.686022 -1.673457 -0.781228 0.97 0.09 0.15 0.4103
H 0.244144 -0.659057 1.461494 0.42 0.13 -1.05 0.3804
H -0.465511 0.916310 -0.873599 1.91 0.07 1.10 0.2426
H -4.084751 -0.481262 -0.358245 0.70 0.05 -0.49 0.0897
```
Forces are in eV/Å.

As for the molar mass: 116.1 g/mol. The charge is +1. As for the energy above the lowest of the compared OMol25 structures with the same formula, charge and spin: 4.024 eV. The value obtained for the frontier orbital gap is 9.8 eV. The value obtained for the HOMO energy is -13.52 eV.